(1)
Formula: C17H17ClN2O2
Source: OMol25
Level of theory: wB97M-V/def2-TZVPD

For the energy relative to the best compared isomer or geometry (same formula, charge and spin), the calculation gives 41.9 kcal per mole.

The geometry in XYZ format:
```
39
Properties=species:S:1:pos:R:3:forces:R:3
C 5.202 -0.887 -0.257 -0.426 -0.068 -0.094
O -2.428 1.671 -2.587 -0.035 -0.021 0.021
C 0.742 -0.966 -0.775 -0.283 0.384 -0.832
C -3.341 2.479 1.650 0.011 0.025 -0.030
N -0.310 -0.264 -0.637 0.361 -0.227 0.689
C -2.759 2.414 0.393 -0.022 -0.343 -0.055
Cl -2.232 3.867 -0.371 0.058 0.259 0.015
H 3.535 -1.149 -3.285 -0.073 0.007 -0.098
H -3.882 -0.819 2.148 -0.038 -0.079 0.033
C 1.328 -1.651 0.357 0.465 -0.381 0.435
H -3.471 3.438 2.125 0.002 0.096 0.024
H 5.733 0.036 -0.473 0.068 0.110 0.005
O 3.291 -2.240 -0.933 -0.298 -0.201 0.010
C 2.574 -2.290 0.239 -0.263 0.116 0.231
C 3.077 -3.019 1.309 0.046 0.002 -0.114
H 3.314 -0.168 -0.996 0.054 -0.166 -0.042
H -4.201 1.367 3.254 -0.034 0.013 0.082
C 0.642 -1.727 1.572 0.141 -0.032 -0.121
C 2.374 -3.098 2.497 0.030 0.026 -0.031
H 1.221 -1.106 -1.750 -0.060 0.049 0.019
H -2.842 -0.925 -0.083 0.036 -0.084 -0.023
H 4.024 -3.522 1.192 0.097 -0.030 -0.040
H -0.435 0.238 -2.627 -0.226 0.075 0.301
H 0.620 -2.488 3.566 -0.056 -0.005 0.071
H 4.886 -0.873 0.784 0.049 0.028 0.085
C -2.570 1.188 -0.240 -0.284 0.242 0.148
C -3.745 1.315 2.277 0.034 0.039 -0.016
H 2.777 -3.669 3.321 0.036 -0.048 0.061
H 5.875 -1.727 -0.408 0.088 -0.089 -0.028
C 4.407 -1.043 -2.645 -0.279 -0.037 0.388
C 3.991 -1.018 -1.180 0.490 0.417 -0.119
H 4.925 -0.123 -2.902 0.067 0.081 -0.044
C -2.980 0.027 0.406 -0.107 0.145 0.036
H 5.066 -1.888 -2.823 0.105 -0.083 -0.036
C 1.162 -2.438 2.634 -0.049 0.002 0.077
C -1.980 1.116 -1.610 -0.034 -0.003 0.038
C -3.566 0.089 1.657 -0.037 -0.091 -0.037
N -0.864 0.330 -1.701 0.479 -0.163 -1.053
H -0.308 -1.221 1.648 -0.113 0.034 0.045
```
Positions in Å, forces in eV/Å.

(2)
Formula: C6H10
Source: OMol25
Level of theory: wB97M-V/def2-TZVPD

For the energy relative to the best compared isomer or geometry (same formula, charge and spin), the calculation gives 38.8 kcal per mole.

The geometry in XYZ format:
```
16
Properties=species:S:1:pos:R:3:forces:R:3
C -1.399 -1.137 -0.533 -0.017 0.007 0.012
C -0.370 1.219 0.506 -0.209 0.184 0.071
H -2.221 -1.184 0.189 0.128 0.010 -0.047
H -1.807 -0.808 -1.496 0.004 -0.018 0.162
C 0.804 -0.501 0.972 0.072 -0.211 0.190
H -1.006 -2.151 -0.668 -0.078 0.130 -0.002
H 0.484 -0.543 2.020 0.015 0.028 -0.162
C 1.136 0.894 0.403 0.252 0.195 0.087
C 0.838 0.313 -0.998 0.105 -0.013 -0.274
H 1.506 -1.309 0.735 -0.098 0.124 0.016
H 1.967 1.540 0.698 -0.131 -0.102 -0.092
H -0.744 2.009 -0.156 0.042 -0.149 0.060
H 1.530 -0.440 -1.392 -0.033 0.125 0.102
H -0.782 1.317 1.517 0.055 -0.069 -0.153
H 0.527 1.019 -1.778 0.086 -0.061 0.139
C -0.293 -0.217 -0.086 -0.192 -0.179 -0.107
```
Positions in Å, forces in eV/Å.

Number 1: calculated total energy -1378.17273 hartree. Number 2: calculated total energy -234.54063 hartree.